Density functional theory data (the ωB97M-V functional and the def2-TZVPD basis) for a 12-piece molecular cluster, C15H50O14 overall.

Bonds (Å) are listed after each position.
Positions of all 79 atoms, in Å:
1 C -6.156 -0.577 2.208  C2 1.515, H8 1.090, H9 1.090, H10 1.090
2 C -7.647 -0.844 2.197  C1 1.515, C3 1.531, O7 1.389, H11 1.090
3 C -8.271 -0.521 0.836  C2 1.531, O4 1.428, H12 1.090, H13 1.090
4 O -9.102 -1.663 0.627  C3 1.428, C5 1.354
5 C -8.790 -2.639 1.512  O4 1.354, O6 1.201, O7 1.336
6 O -9.332 -3.710 1.556  C5 1.201
7 O -7.835 -2.213 2.343  C2 1.389, C5 1.336
8 H -5.561 -1.206 1.547  C1 1.090
9 H -5.720 -0.753 3.191  C1 1.090
10 H -6.026 0.480 1.976  C1 1.090
11 H -8.263 -0.337 2.939  C2 1.090
12 H -7.599 -0.363 -0.008  C3 1.090
13 H -8.760 0.450 0.910  C3 1.090
14 C 5.025 -6.197 -5.123  O15 1.411, H16 1.090, H17 1.090, H18 1.090
15 O 4.876 -4.999 -4.393  C14 1.411, H19 0.960
16 H 5.953 -6.252 -5.692  C14 1.090
17 H 4.870 -7.076 -4.497  C14 1.090
18 H 4.286 -6.229 -5.924  C14 1.090
19 H 5.688 -4.958 -3.882  O15 0.960
20 C 1.372 0.344 0.155  O21 1.412, H22 1.090, H23 1.090, H24 1.090
21 O 1.240 1.645 0.689  C20 1.412, H25 0.960
22 H 1.877 0.286 -0.809  C20 1.090
23 H 1.840 -0.267 0.927  C20 1.090
24 H 0.374 -0.075 0.025  C20 1.090
25 H 0.536 2.147 0.271  O21 0.960
26 C 7.565 -5.068 1.013  O27 1.357, H28 1.090, H29 1.090, H30 1.090
27 O 8.122 -4.547 -0.109  C26 1.357, H31 0.960
28 H 6.497 -4.969 0.816  C26 1.090
29 H 7.966 -6.026 1.342  C26 1.090
30 H 7.800 -4.476 1.898  C26 1.090
31 H 9.028 -4.347 0.138  O27 0.960
32 C -4.408 -1.436 -5.699  O33 1.430, H34 1.090, H35 1.090, H36 1.090
33 O -5.813 -1.690 -5.627  C32 1.430, H37 0.960
34 H -4.117 -0.785 -4.874  C32 1.090
35 H -3.738 -2.295 -5.735  C32 1.090
36 H -4.197 -0.860 -6.600  C32 1.090
37 H -6.338 -0.896 -5.750  O33 0.960
38 C 3.623 -2.083 6.958  O39 1.412, H40 1.090, H41 1.090, H42 1.090
39 O 2.226 -2.057 7.162  C38 1.412, H43 0.960
40 H 4.242 -1.409 7.550  C38 1.090
41 H 4.002 -3.079 7.190  C38 1.090
42 H 3.909 -1.932 5.917  C38 1.090
43 H 1.764 -2.578 6.502  O39 0.960
44 C -0.384 -5.779 2.575  O45 1.400, H46 1.090, H47 1.090, H48 1.090
45 O -0.802 -5.238 3.797  C44 1.400, H49 0.960
46 H -0.187 -6.831 2.782  C44 1.090
47 H -1.211 -5.653 1.876  C44 1.090
48 H 0.533 -5.340 2.182  C44 1.090
49 H -1.628 -5.644 4.070  O45 0.960
50 C -2.611 5.947 -3.708  O51 1.408, H52 1.090, H53 1.090, H54 1.090
51 O -1.994 4.695 -3.529  C50 1.408, H55 0.960
52 H -1.814 6.688 -3.776  C50 1.090
53 H -3.127 6.057 -4.662  C50 1.090
54 H -3.297 6.240 -2.914  C50 1.090
55 H -1.462 4.625 -4.325  O51 0.960
56 C 4.799 5.079 -2.503  O57 1.400, H58 1.090, H59 1.090, H60 1.090
57 O 5.364 4.407 -1.412  C56 1.400, H61 0.960
58 H 5.600 5.330 -3.198  C56 1.090
59 H 4.078 4.430 -2.998  C56 1.090
60 H 4.288 6.009 -2.254  C56 1.090
61 H 4.643 4.179 -0.821  O57 0.960
62 C -0.723 3.884 7.275  O63 1.439, H64 1.090, H65 1.090, H66 1.090
63 O -0.018 5.116 7.509  C62 1.439, H67 0.960
64 H -0.682 3.554 6.237  C62 1.090
65 H -0.318 3.087 7.898  C62 1.090
66 H -1.755 4.032 7.595  C62 1.090
67 H 0.062 5.259 8.455  O63 0.960
68 C 0.875 9.470 2.680  O69 1.433, H70 1.090, H71 1.090, H72 1.090
69 O 1.532 9.467 3.953  C68 1.433, H73 0.960
70 H 1.146 10.363 2.116  C68 1.090
71 H 1.096 8.526 2.181  C68 1.090
72 H -0.211 9.542 2.739  C68 1.090
73 H 1.206 8.750 4.502  O69 0.960
74 C 1.527 -2.382 -8.683  O75 1.420, H76 1.090, H77 1.090, H78 1.090
75 O 1.931 -1.703 -7.503  C74 1.420, H79 0.960
76 H 0.880 -1.868 -9.394  C74 1.090
77 H 2.439 -2.743 -9.157  C74 1.090
78 H 0.878 -3.213 -8.405  C74 1.090
79 H 2.342 -2.283 -6.857  O75 0.960

## Properties
Relative energy (zero: lowest compared OMol25 entry of this formula, charge and spin): 3.3089 eV
Structure (SMILES): C[C@H]1COC(=O)O1.CO.CO.CO.CO.CO.CO.CO.CO.CO.CO.CO
E_HOMO: -10.26 eV
E_tot: -45023.587 eV
Max |F|: 2.48 eV Å⁻¹

Mulliken population analysis, charges in e, atoms 1 to 8:
1 C -1.40
2 C 0.43
3 C -0.44
4 O -0.33
5 C 0.64
6 O -0.54
7 O -0.34
8 H 0.34

---

Density functional theory data (the ωB97M-V functional and the def2-TZVPD basis) for an isolated ion of composition C4H12N3S and charge +1.

Bonds (Å) are listed after each position.
Positions of all 20 atoms, in Å:
1 N 2.223 -0.331 0.988  C2 1.464, H9 1.017, H10 1.018
2 C 1.094 -0.137 0.077  N1 1.464, C3 1.510, N7 1.464, H11 1.097
3 C 0.143 -1.288 0.305  C2 1.510, N4 1.498, H12 1.086, H13 1.084
4 N -1.098 -1.096 -0.512  C3 1.498, C5 1.510, H14 1.020, H15 1.020
5 C -1.781 0.225 -0.247  N4 1.510, C6 1.524, H16 1.084, H17 1.084
6 C -0.941 1.154 0.621  C5 1.524, N7 1.463, H18 1.083, H19 1.087
7 N 0.493 1.174 0.330  C2 1.464, C6 1.463, S8 1.726
8 S 0.914 2.389 -0.821  N7 1.726, H20 1.355
9 H 2.884 0.420 0.804  N1 1.017
10 H 2.696 -1.200 0.751  N1 1.018
11 H 1.451 -0.160 -0.960  C2 1.097
12 H 0.631 -2.181 -0.073  C3 1.086
13 H -0.085 -1.472 1.349  C3 1.084
14 H -0.829 -1.129 -1.495  N4 1.020
15 H -1.739 -1.869 -0.338  N4 1.020
16 H -2.030 0.681 -1.198  C5 1.084
17 H -2.712 0.037 0.274  C5 1.084
18 H -1.322 2.149 0.429  C6 1.083
19 H -1.090 0.954 1.679  C6 1.087
20 H 1.096 1.682 -1.962  S8 1.355

## Properties
Relative energy (zero: lowest compared OMol25 entry of this formula, charge and spin): 1.3615 eV
Structure (SMILES): N[C@H]1C[NH2+]CCN1S
E_HOMO: -12.47 eV
E_tot: -19640.663 eV
Max |F|: 1.32 eV Å⁻¹
Total charge: +1

Mulliken population analysis, charges in e, atoms 1 to 8:
1 N -0.73
2 C 0.12
3 C -1.16
4 N -0.05
5 C -0.59
6 C -0.63
7 N -0.11
8 S -0.11

---

Density functional theory data (the ωB97M-V functional and the def2-TZVPD basis) for a 15-piece molecular cluster, C29H62BBr28N2O2 overall.

Bonds (Å) are listed after each position.
Positions of all 124 atoms, in Å:
1 N 5.859 0.640 -1.096  N2 1.429, H7 1.029, H8 1.014
2 N 6.910 -0.079 -0.447  N1 1.429, C3 1.457
3 C 7.220 0.520 0.845  N2 1.457, B4 1.610, H9 1.106, H10 1.107
4 B 6.887 -0.573 1.979  C3 1.610, O5 1.404, O6 1.432
5 O 5.732 -1.357 1.827  B4 1.404, H11 0.953
6 O 7.774 -0.753 3.088  B4 1.432, H12 0.944
7 H 4.943 0.229 -0.868  N1 1.029
8 H 5.965 0.415 -2.078  N1 1.014
9 H 6.633 1.428 1.081  C3 1.106
10 H 8.305 0.721 0.930  C3 1.107
11 H 5.650 -1.983 2.541  O5 0.953
12 H 7.544 -0.194 3.813  O6 0.944
13 Br 0.984 -3.946 -0.335  C14 1.953
14 C 2.350 -2.835 0.511  Br13 1.953, C15 1.504, H17 1.085, H18 1.089
15 C 2.227 -1.389 0.114  C14 1.504, Br16 1.945, H19 1.089, H20 1.086
16 Br 2.897 -1.092 -1.687  C15 1.945
17 H 3.310 -3.261 0.238  C14 1.085
18 H 2.192 -2.951 1.581  C14 1.089
19 H 2.850 -0.771 0.759  C15 1.089
20 H 1.206 -1.019 0.136  C15 1.086
21 Br 3.746 1.955 1.203  C22 1.942
22 C 3.818 2.849 2.927  Br21 1.942, C23 1.505, H25 1.086, H26 1.089
23 C 3.928 1.853 4.050  C22 1.505, Br24 1.949, H27 1.089, H28 1.086
24 Br 2.210 1.003 4.403  C23 1.949
25 H 2.936 3.477 3.004  C22 1.086
26 H 4.706 3.478 2.884  C22 1.089
27 H 4.200 2.348 4.981  C23 1.089
28 H 4.639 1.059 3.840  C23 1.086
29 Br 1.148 2.277 -2.044  C30 1.944
30 C 1.083 1.794 -3.926  Br29 1.944, C31 1.505, H33 1.087, H34 1.089
31 C -0.329 1.748 -4.443  C30 1.505, Br32 1.947, H35 1.086, H36 1.086
32 Br -1.257 0.134 -3.871  C31 1.947
33 H 1.607 0.847 -4.025  C30 1.087
34 H 1.646 2.572 -4.439  C30 1.089
35 H -0.330 1.709 -5.528  C31 1.086
36 H -0.929 2.590 -4.111  C31 1.086
37 Br 9.358 -3.114 0.291  C38 1.947
38 C 11.154 -2.836 0.988  Br37 1.947, C39 1.505, H41 1.085, H42 1.089
39 C 11.184 -1.698 1.973  C38 1.505, Br40 1.944, H43 1.089, H44 1.087
40 Br 11.080 0.020 1.068  C39 1.944
41 H 11.802 -2.668 0.134  C38 1.085
42 H 11.430 -3.770 1.474  C38 1.089
43 H 12.125 -1.685 2.521  C39 1.089
44 H 10.356 -1.729 2.675  C39 1.087
45 Br -3.280 -3.386 -4.865  C46 1.947
46 C -5.044 -2.614 -4.576  Br45 1.947, C47 1.506, H49 1.085, H50 1.088
47 C -4.950 -1.214 -4.031  C46 1.506, Br48 1.947, H51 1.088, H52 1.086
48 Br -4.474 -1.213 -2.144  C47 1.947
49 H -5.578 -3.288 -3.914  C46 1.085
50 H -5.522 -2.612 -5.553  C46 1.088
51 H -5.916 -0.716 -4.085  C47 1.088
52 H -4.203 -0.610 -4.540  C47 1.086
53 Br -1.637 0.160 0.349  C54 1.950
54 C -1.923 -1.636 1.051  Br53 1.950, C55 1.503, H57 1.084, H58 1.090
55 C -2.271 -1.607 2.513  C54 1.503, Br56 1.946, H59 1.089, H60 1.081
56 Br -0.709 -1.268 3.622  C55 1.946
57 H -1.022 -2.202 0.841  C54 1.084
58 H -2.747 -2.047 0.468  C54 1.090
59 H -2.648 -2.577 2.835  C55 1.089
60 H -2.994 -0.843 2.761  C55 1.081
61 Br -6.722 0.249 3.419  C62 1.947
62 C -5.906 -0.049 1.676  Br61 1.947, C63 1.504, H65 1.084, H66 1.089
63 C -6.509 -1.230 0.967  C62 1.504, Br64 1.948, H67 1.088, H68 1.085
64 Br -5.822 -2.898 1.703  C63 1.948
65 H -4.841 -0.159 1.839  C62 1.084
66 H -6.090 0.868 1.118  C62 1.089
67 H -6.212 -1.238 -0.079  C63 1.088
68 H -7.591 -1.265 1.037  C63 1.085
69 Br -4.880 -5.856 4.763  C70 1.946
70 C -5.040 -6.526 2.944  Br69 1.946, C71 1.507, H73 1.085, H74 1.088
71 C -3.699 -6.933 2.390  C70 1.507, Br72 1.946, H75 1.089, H76 1.087
72 Br -2.629 -5.389 1.879  C71 1.946
73 H -5.522 -5.748 2.361  C70 1.085
74 H -5.701 -7.388 3.011  C70 1.088
75 H -3.825 -7.510 1.475  C71 1.089
76 H -3.105 -7.504 3.099  C71 1.087
77 Br 0.351 3.674 -7.348  C78 1.948
78 C 1.334 2.661 -8.691  Br77 1.948, C79 1.506, H81 1.085, H82 1.088
79 C 0.588 1.415 -9.091  C78 1.506, Br80 1.948, H83 1.088, H84 1.085
80 Br 0.735 0.030 -7.729  C79 1.948
81 H 2.313 2.452 -8.274  C78 1.085
82 H 1.440 3.336 -9.538  C78 1.088
83 H 1.022 0.982 -9.990  C79 1.088
84 H -0.471 1.591 -9.251  C79 1.085
85 Br -10.595 0.153 4.109  C86 1.947
86 C -11.078 1.708 3.041  Br85 1.947, C87 1.506, H89 1.085, H90 1.088
87 C -11.206 1.358 1.582  C86 1.506, Br88 1.948, H91 1.088, H92 1.085
88 Br -9.463 1.152 0.737  C87 1.948
89 H -10.325 2.467 3.229  C86 1.085
90 H -12.035 2.042 3.437  C86 1.088
91 H -11.694 2.163 1.036  C87 1.088
92 H -11.748 0.432 1.417  C87 1.085
93 Br -3.038 -9.836 5.621  C94 1.948
94 C -2.065 -10.497 4.069  Br93 1.948, C95 1.505, H97 1.085, H98 1.088
95 C -0.576 -10.383 4.261  C94 1.505, Br96 1.947, H99 1.088, H100 1.085
96 Br 0.023 -8.543 4.045  C95 1.947
97 H -2.419 -9.933 3.211  C94 1.085
98 H -2.361 -11.538 3.963  C94 1.088
99 H -0.048 -10.952 3.499  C95 1.088
100 H -0.253 -10.709 5.244  C95 1.085
101 Br 2.894 6.166 -1.083  C102 1.947
102 C 0.954 6.027 -1.152  Br101 1.947, C103 1.506, H105 1.086, H106 1.089
103 C 0.325 6.372 0.172  C102 1.506, Br104 1.948, H107 1.088, H108 1.085
104 Br 0.522 4.917 1.452  C103 1.948
105 H 0.724 5.017 -1.480  C102 1.086
106 H 0.642 6.735 -1.919  C102 1.089
107 H -0.749 6.512 0.060  C103 1.088
108 H 0.757 7.256 0.629  C103 1.085
109 Br -3.666 5.190 4.545  C110 1.950
110 C -2.745 4.177 3.156  Br109 1.950, C111 1.505, H113 1.085, H114 1.087
111 C -3.530 2.961 2.746  C110 1.505, Br112 1.946, H115 1.090, H116 1.087
112 Br -3.388 1.540 4.067  C111 1.946
113 H -1.762 3.934 3.543  C110 1.085
114 H -2.641 4.865 2.321  C110 1.087
115 H -3.124 2.538 1.828  C111 1.090
116 H -4.590 3.164 2.614  C111 1.087
117 Br 2.560 6.777 -5.284  C118 1.947
118 C 3.950 7.766 -4.346  Br117 1.947, C119 1.505, H121 1.085, H122 1.089
119 C 3.922 9.230 -4.698  C118 1.505, Br120 1.949, H123 1.088, H124 1.085
120 Br 4.680 9.564 -6.462  C119 1.949
121 H 4.894 7.290 -4.591  C118 1.085
122 H 3.738 7.623 -3.288  C118 1.089
123 H 4.541 9.799 -4.007  C119 1.088
124 H 2.918 9.642 -4.705  C119 1.085

## Properties
E_HOMO: -0.60 eV
E_tot: -2000022.407 eV
Max |F|: 1.60 eV Å⁻¹
Total charge: -1

Mulliken population analysis, charges in e, atoms 1 to 8:
1 N -0.24
2 N -0.58
3 C -0.12
4 B 0.56
5 O -0.32
6 O -0.59
7 H -0.04
8 H 0.21